The following is a quantum chemistry calculation of a structure of composition C14H46FN13NbO29, from OMol25.

Element x y z (Å)
Nb -0.55867 -1.99119 1.24831
F -0.90325 -3.66009 2.46006
O -3.20250 7.03056 5.01357
O 5.78143 2.24647 -0.38343
O 1.43307 -1.24640 -2.39988
O 2.34862 3.27495 3.39448
O -2.36904 6.50344 3.10775
O -9.59028 1.27978 -2.57971
O -7.03912 2.57331 1.23998
O 1.12610 -3.34584 -1.99018
O -0.27595 2.03325 1.61773
O 8.85590 -2.96412 -7.72268
O 6.42391 -3.11532 -2.62985
O -0.29809 -0.33681 -0.01989
O 4.52606 0.52314 -0.06708
O 6.13108 -1.69208 3.38742
O 4.17311 3.74331 4.43669
O -1.14531 -3.46718 -5.83441
O 6.74837 -2.32983 5.34842
O 2.75634 -1.30635 2.01986
O 7.59401 -4.67586 -7.38730
O -0.44204 2.91170 5.56701
O -10.08983 3.16181 -3.49748
O -3.08233 -3.86892 -6.68418
O -6.01681 3.79266 2.68907
O -4.17946 -7.71179 -8.64253
O -1.26823 3.37481 7.50065
O -4.47133 -6.81347 -6.70888
O 7.68979 -1.39674 -2.96413
O 2.50602 -2.64264 1.74542
O -2.14452 2.17767 2.66680
N -9.63828 2.48855 -2.59641
N -6.17042 2.76366 2.06334
N 5.03856 1.56052 0.28421
N 1.13341 -2.37317 -2.71971
N -1.13878 2.65421 2.18480
N -4.69332 -6.91183 -7.89275
N 8.11427 -3.63850 -7.04023
N -2.27672 -3.89694 -5.78112
N 3.07106 3.24346 4.36498
N -1.28991 3.38727 6.28933
N 5.93814 -2.24207 4.44894
N 6.94577 -2.07618 -2.28316
N -3.21290 7.02477 3.80424
C 4.70703 2.01159 1.65899
C -4.34257 7.69580 3.11417
C 7.81499 -3.15976 -5.66518
C 0.73485 -2.58412 -4.13311
C -0.95577 4.12142 2.30138
C 6.64665 -1.59948 -0.90924
C -5.67982 -5.96410 -8.46722
C -5.21427 1.65946 2.33417
C 2.56894 2.53142 5.56828
C 4.60576 -2.86132 4.67787
C -2.70255 -4.50680 -4.49483
C 1.52112 -2.74473 0.67945
C -9.10160 3.21580 -1.41768
C -2.44665 4.04197 5.62741
H 0.20775 -1.09555 2.62932
H 8.34491 -2.22924 -5.49614
H 4.16595 -2.37804 5.54652
H -2.61747 -3.74272 -3.72435
H -1.80254 4.52745 2.83020
H -0.03379 4.29816 2.85140
H 3.00179 -0.85077 1.18925
H -8.73428 2.49300 -0.69696
H 8.14914 -3.92565 -4.97100
H 2.53352 3.25093 6.38241
H 3.98826 -2.70451 3.79540
H 5.03444 1.23468 2.34755
H 5.22114 2.94612 1.85700
H -3.72876 -4.84475 -4.59471
H -5.01073 8.10805 3.86306
H 7.17710 -0.66813 -0.74014
H -5.30009 1.40231 3.38686
H -0.45170 0.44845 0.51356
H 6.74127 -3.00998 -5.59574
H -2.16731 -1.22045 1.73645
H -2.94271 3.29268 5.01350
H -5.30334 -4.95832 -8.29501
H -5.77715 -6.16559 -9.52907
H 6.98265 -2.36718 -0.21627
H -0.13127 -1.95972 -4.32206
H -3.92391 8.48263 2.49165
H -4.21857 2.02574 2.09952
H -4.84982 6.94506 2.51236
H 0.49536 -3.62830 -4.26995
H -5.47074 0.81135 1.70807
H 3.62926 2.14733 1.70087
H 1.57884 2.13983 5.35383
H -3.11608 4.42163 6.39208
H -8.29586 3.85594 -1.76711
H -1.41286 -2.81620 -0.14788
H 3.26600 1.72581 5.78495
H 1.49715 -3.79299 0.30512
H 1.57431 -2.29342 -4.76072
H 4.76429 -3.92184 4.85613
H 5.57294 -1.44995 -0.83986
H -0.89672 4.52539 1.29361
H -2.05598 4.85248 5.01980
H 1.89839 -2.14990 -0.18181
H -2.03730 -5.34259 -4.29321
H -6.62441 -6.12394 -7.95354
H -9.91514 3.80157 -0.99755

As for the total charge: -1. The total energy comes out at -3610.236401 a.u.

---

The following is a quantum chemistry calculation of a cluster of 10 separate species, C14H48NO10 in total, from OMol25.

Element x y z (Å)
O -12.67608 2.38354 21.39661
O -7.78592 6.39873 24.81233
O -11.69494 7.80889 23.19327
O -6.50452 3.32276 24.44605
O -10.06339 -1.57362 28.02129
O -12.00524 -1.28254 24.20883
O -12.58529 3.52175 29.86092
O -8.63481 -0.25418 25.90468
O -10.49592 0.21011 22.13788
O -9.92030 2.92957 22.54173
N -11.10098 5.19558 20.67799
C -11.42462 2.47473 24.51855
C -8.20062 5.74264 26.02229
C -10.31185 3.27547 23.80809
C -14.40547 -1.03049 24.62923
C -11.94353 -0.18648 27.54193
C -11.43548 -1.37067 28.35507
C -10.96719 6.53906 21.27453
C -11.41511 4.84123 28.16283
C -12.63970 4.70992 29.02560
C -12.03305 6.71443 22.36327
C -10.86821 7.65711 20.25256
C -13.21605 -0.71773 23.71587
C -7.35898 6.32077 27.15720
C -12.43208 7.89857 24.40801
H -11.83154 7.79726 19.75787
H -6.24169 2.87626 25.25848
H -14.27578 -0.54716 25.59745
H -10.43359 4.94124 28.63527
H -12.99615 0.02049 27.75850
H -11.95815 -2.33285 28.28726
H -9.25277 6.02192 26.15103
H -11.89761 -0.33964 26.46431
H -15.30436 -0.75158 24.07520
H -11.86735 3.67155 30.48533
H -13.02854 6.86486 21.90949
H -12.00595 7.23423 25.16412
H -8.22882 7.24479 24.73664
H -10.56992 4.35603 23.92615
H -11.37375 0.67987 27.87312
H -13.50689 4.53100 28.39095
H -12.75752 1.63149 21.98606
H -12.10245 5.78934 22.94786
H -9.12402 -0.86454 26.48801
H -14.51735 -2.08874 24.89440
H -10.07596 7.40222 19.54821
H -9.02543 0.61253 26.05898
H -10.86536 4.54446 21.43014
H -7.72006 5.90072 28.10792
H -13.42470 -1.07633 22.70453
H -8.14266 4.66941 25.86823
H -11.30429 3.99026 27.48983
H -12.30328 8.94687 24.68577
H -6.32138 6.00481 27.06776
H -7.50393 7.39310 27.26832
H -11.82051 2.78777 21.66069
H -11.52377 -1.03098 29.39910
H -12.40947 2.64911 24.07214
H -11.52731 5.74537 27.55192
H -10.39794 1.18417 21.96632
H -13.07248 0.35947 23.71405
H -9.64168 -2.08420 28.71851
H -10.52992 8.58258 20.72233
H -12.05436 5.05486 20.36140
H -12.19588 -2.19293 24.45169
H -10.43551 0.13702 23.09574
H -12.79490 5.54589 29.71412
H -11.53753 2.83405 25.55919
H -11.30793 1.40820 24.75103
H -6.78902 4.19987 24.72623
H -9.36448 3.20740 24.39532
H -13.49016 7.69976 24.21370
H -10.00950 6.52521 21.80366

As for the total charge: -1. The total energy comes out at -1369.279223 a.u.

---

The following is a quantum chemistry calculation of a cluster of 10 separate species, C14H48O10 in total, from OMol25.

Element x y z (Å)
O 17.10400 -9.47323 2.01265
O 22.11021 -8.16664 3.35869
O 19.09843 -8.50766 -3.41507
O 20.52442 -12.80271 2.70718
O 21.86215 -12.36733 -6.18072
O 16.79806 -11.49755 -0.05745
O 20.38887 -13.26269 -2.36714
O 22.97520 -8.05139 -1.97625
O 21.36665 -12.39193 0.13260
O 19.13951 -15.17174 2.45583
C 19.47556 -9.54092 1.69295
C 19.86696 -15.66029 1.31130
C 23.35364 -8.83762 3.23163
C 21.10654 -14.46393 -2.40688
C 18.28611 -9.91969 2.57080
C 23.54815 -8.49767 -0.75625
C 22.77335 -11.48050 -4.18022
C 22.70500 -11.78639 0.23732
C 20.15039 -9.38571 -3.34350
C 17.66891 -12.56217 0.05723
C 22.31191 -11.15738 -5.59939
C 20.20416 -9.77454 -1.89563
C 19.16500 -16.88290 0.78658
C 21.66789 -13.56636 3.10806
H 19.96101 -10.32448 -3.82204
H 21.93943 -11.87619 -3.57586
H 20.47859 -9.69476 2.06377
H 21.48915 -10.39526 -5.53675
H 19.38183 -10.11029 0.75406
H 20.11892 -8.96481 -1.20671
H 21.41776 -12.19405 -7.07186
H 18.31693 -11.01439 2.72922
H 17.30902 -13.59100 0.07074
H 19.83057 -14.89909 0.54445
H 18.23661 -12.50057 1.00612
H 17.24455 -8.53947 1.75579
H 22.24293 -7.46840 -1.79823
H 22.13678 -7.64837 4.19942
H 18.41184 -9.54273 3.61005
H 21.13708 -12.53167 -0.80742
H 19.38010 -8.47895 1.54468
H 19.04820 -17.58750 1.67412
H 22.82626 -8.83483 -0.00985
H 18.20702 -16.51349 0.46436
H 21.91834 -14.32396 -3.04719
H 23.11342 -10.73621 -6.17743
H 20.50845 -15.20844 -2.92742
H 23.38919 -9.59796 2.49418
H 24.15000 -7.69438 -0.26380
H 21.59885 -14.86588 -1.50529
H 21.12550 -9.04041 -3.59689
H 22.78839 -11.11744 1.12420
H 19.32315 -10.43392 -1.66990
H 21.14255 -10.24473 -1.69467
H 20.83293 -15.89441 1.69340
H 23.41868 -12.62805 0.28572
H 22.49442 -12.97995 3.55793
H 23.66390 -12.16096 -4.21413
H 22.95396 -10.46237 -3.79169
H 18.69032 -8.52650 -4.30341
H 19.61679 -14.39281 2.73508
H 19.59547 -17.51549 -0.01908
H 23.03921 -11.26607 -0.65563
H 22.05083 -13.95620 2.16556
H 24.24376 -8.18225 3.06305
H 20.71163 -12.54396 1.79866
H 19.91316 -13.15526 -3.17049
H 16.74859 -11.27021 -1.01679
H 21.38829 -14.45999 3.67907
H 24.19192 -9.42397 -0.94036
H 18.39847 -12.45935 -0.74399
H 23.59016 -9.33726 4.12293

As for the total charge: 0. The total energy comes out at -1314.371270 a.u. The calculation puts the energy above the lowest of the compared OMol25 structures with the same formula, charge and spin at 117.7 kcal/mol. As for the SMILES: CCO.CCO.CCO.CCO.CO.CO.CO.CO.CO.CO.